The following is a DFT calculation (ωB97M-V/def2-TZVPD) of 3 unconnected molecules or ions with the total composition C14H31IN3O7.

The spin multiplicity is 1. The calculation puts the relative energy (zero: lowest compared OMol25 entry of this formula, charge and spin) at 0.00 kJ/mol. Its net charge is -1. Its LUMO energy is 2.22 eV. The molar mass is 480.32 g mol⁻¹.

XYZ file:
```
56
C14H31IN3O7 | the OMol25 dataset | ωB97M-V/def2-TZVPD
C -0.7473 3.2731 2.8900
N -0.1183 3.0628 1.6031
C -1.0961 2.8775 0.5620
C -0.5577 2.3194 -0.7456
O -0.1731 2.9192 -1.6853
I -0.6328 0.0970 -0.8762
C 0.9318 4.0486 1.3251
C 2.2849 3.4222 0.9026
O 2.4352 2.1272 1.4819
O 2.7017 1.2084 0.4179
C 0.4927 5.1850 0.3781
O 1.2511 5.4137 -0.5928
O -0.5542 5.7672 0.6784
H -0.1202 2.8892 3.6863
H -0.9469 4.3328 3.0417
H -1.6833 2.7347 2.9468
H -1.7857 2.1187 0.9136
H -1.6999 3.7619 0.3584
H 1.1448 4.5293 2.2731
H 2.3750 3.3584 -0.1680
H 3.0557 4.0483 1.3287
H 2.4083 0.3693 0.7864
C -5.8089 -2.8269 -3.7573
C -5.5412 -1.3312 -3.8974
C -4.3289 -0.8358 -3.0947
O -4.5473 -0.7102 -1.7053
C -4.4512 -1.9150 -0.9720
N -6.7643 -0.5967 -3.5576
H -6.2931 -3.0701 -2.8123
H -6.4739 -3.1651 -4.5526
H -4.8831 -3.4018 -3.8253
H -5.3185 -1.1400 -4.9514
H -4.0874 0.1731 -3.4378
H -3.4428 -1.4552 -3.2858
H -3.6943 -2.5860 -1.3881
H -5.4165 -2.4274 -0.9258
H -4.1636 -1.6597 0.0476
H -6.6253 0.3887 -3.7616
H -6.8654 -0.6267 -2.5466
C 5.0721 -1.2618 2.5682
C 4.1033 -2.4408 2.5482
C 4.6503 -3.6842 1.8316
O 4.6549 -3.6044 0.4203
C 5.7380 -2.8864 -0.1426
N 2.8319 -1.9891 1.9814
H 5.1010 -0.7375 1.6140
H 4.7607 -0.5350 3.3172
H 6.0860 -1.5874 2.8137
H 3.9232 -2.7314 3.5881
H 3.9940 -4.5266 2.0676
H 5.6514 -3.9458 2.2017
H 6.6560 -3.0234 0.4366
H 5.5075 -1.8225 -0.2255
H 5.8990 -3.2722 -1.1492
H 2.1426 -2.7306 2.0690
H 2.9684 -1.8989 0.9773
```